Entry i
Computed, not measured: a 2-piece molecular cluster, C5H16NO overall, with the ωB97M-V functional and the def2-TZVPD basis.

Properties
* 2S+1: 2
* highest occupied orbital energy (spin up / spin down): -3.06 / -11.16 eV
* orbital gap (spin up / spin down): 4.1 / 11.9 eV

Bonds (Å) are listed after each position.
Cartesian coordinates (Å):
1 C 0.84505 -1.00032 0.60842  C2 1.537, N6 1.543, H7 1.083, H8 1.092
2 C 1.55861 0.10702 -0.18427  C1 1.537, C3 1.561, H9 1.085, H10 1.096
3 C 1.35188 0.02127 -1.72902  C2 1.561, C4 1.508, H11 1.097, H12 1.086
4 C 0.02106 0.51436 -2.23858  C3 1.508, C5 1.514, H13 1.097, H14 1.104
5 C -0.32246 1.96136 -1.95311  C4 1.514, H15 1.098, H16 1.089, H17 1.098
6 N -0.46107 -0.41778 1.18651  C1 1.543, H18 1.036, H19 1.040, H20 1.047
7 H 1.31028 -1.36709 1.51534  C1 1.083
8 H 0.52924 -1.87133 0.03074  C1 1.092
9 H 1.30987 1.08727 0.20985  C2 1.085
10 H 2.64720 -0.00848 -0.13802  C2 1.096
11 H 2.14606 0.67481 -2.10965  C3 1.097
12 H 1.56112 -1.00926 -2.00039  C3 1.086
13 H -0.02746 0.21760 -3.29369  C4 1.097
14 H -0.74512 -0.10256 -1.73810  C4 1.104
15 H -0.73033 1.99113 -0.93396  C5 1.098
16 H -1.10501 2.49693 -2.48883  C5 1.089
17 H 0.57865 2.58879 -1.94156  C5 1.098
18 H -0.81247 -0.87065 2.04963  N6 1.036
19 H -0.14181 0.51299 1.52187  N6 1.040
20 H -1.27010 -0.17159 0.56898  N6 1.047
21 H -2.91144 -1.72653 3.42016  O23 0.960
22 H -2.45106 -0.33734 3.80338  O23 0.963
23 O -2.18306 -1.11295 3.29926  H21 0.960, H22 0.963

Entry ii
Computed, not measured: a 2-piece molecular cluster, C5H16NO overall, with the ωB97M-V functional and the def2-TZVPD basis.

Properties
* 2S+1: 2
* highest occupied orbital energy (spin up / spin down): -3.10 / -11.28 eV
* orbital gap (spin up / spin down): 3.9 / 11.8 eV

Bonds (Å) are listed after each position.
Cartesian coordinates (Å):
1 C 0.79635 -0.92708 -0.79898  C2 1.599, H7 1.132, H8 1.092, H9 1.079
2 C 0.00239 0.32518 -0.19924  C1 1.599, C3 1.518, N6 1.559, H10 1.071
3 C 0.65387 1.03865 0.97159  C2 1.518, C4 1.497, C5 1.527, H11 1.117
4 C 2.07818 1.41241 0.70280  C3 1.497, H12 1.028, H13 1.089, H14 1.097
5 C 0.56838 0.42584 2.36760  C3 1.527, H15 1.177, H16 1.129, H17 1.128
6 N -1.46589 -0.11204 0.08769  C2 1.559, H18 1.033, H19 1.037, H20 1.075
7 H 1.62841 -0.64700 -1.51283  C1 1.132
8 H 1.08058 -1.64655 -0.02792  C1 1.092
9 H 0.13519 -1.54162 -1.38994  C1 1.079
10 H -0.08317 1.01550 -1.01382  C2 1.071
11 H 0.07232 1.98760 1.06270  C3 1.117
12 H 2.38154 2.22490 1.25455  C4 1.028
13 H 2.86969 0.66556 0.74843  C4 1.089
14 H 2.35585 2.01248 -0.17215  C4 1.097
15 H 0.93497 1.28377 3.08543  C5 1.177
16 H -0.38951 -0.09961 2.65127  C5 1.129
17 H 1.29302 -0.43680 2.31391  C5 1.128
18 H -1.77753 -0.41763 -0.84854  N6 1.033
19 H -1.45174 -0.90150 0.76006  N6 1.037
20 H -2.18758 0.61328 0.41766  N6 1.075
21 H -2.12504 -2.59428 -2.57552  O23 0.967
22 H -2.40958 -1.34978 -3.35096  O23 0.923
23 O -2.08265 -1.62925 -2.53485  H21 0.967, H22 0.923

The most stable arrangement is entry i, and the next structure is 12.3 kcal/mol less stable.

Entry i
Computed, not measured: one molecule with the formula C6H7N5O, with the ωB97M-V functional and the def2-TZVPD basis.

Properties
* SMILES: COc1nnc2nn(C)cnc1-2
* highest occupied orbital energy: -8.25 eV
* orbital gap: 7.0 eV

Bonds (Å) are listed after each position.
Cartesian coordinates (Å):
1 C 3.74100 -0.31518 0.48430  H7 1.197, H8 1.116, H9 0.878, O19 1.427
2 C 1.57723 -0.12603 -0.25813  C6 1.334, N14 1.423, O19 1.340
3 C -0.37863 0.76774 -0.00815  C6 1.412, N15 1.394, N16 1.377
4 C -3.79415 0.09372 0.13934  H10 1.276, H11 0.971, H12 1.158, N17 1.444
5 C -1.81742 -1.32876 -0.08831  H13 1.217, N17 1.375, N18 1.240
6 C 0.30160 -0.46808 -0.07031  C2 1.334, C3 1.412, N18 1.370
7 H 4.61805 -1.12860 0.42870  C1 1.197
8 H 3.39204 -0.19171 1.53690  C1 1.116
9 H 4.23577 0.24926 0.02826  C1 0.878
10 H -4.13386 0.90003 -0.78951  C4 1.276
11 H -4.05446 0.32287 1.04675  C4 0.971
12 H -4.43308 -0.87222 0.15376  C4 1.158
13 H -2.48563 -2.32722 0.10514  C5 1.217
14 N 1.78306 1.27784 -0.15044  C2 1.423, N15 1.370
15 N 0.52712 1.82268 -0.10220  C3 1.394, N14 1.370
16 N -1.71543 1.08043 0.10371  C3 1.377, N17 1.326
17 N -2.36135 -0.07768 0.08398  C4 1.444, C5 1.375, N16 1.326
18 N -0.59047 -1.50695 -0.09345  C5 1.240, C6 1.370
19 O 2.69785 -0.85839 -0.32421  C1 1.427, C2 1.340

Entry ii
Computed, not measured: one molecule with the formula C6H7N5O, with the ωB97M-V functional and the def2-TZVPD basis.

Properties
* SMILES: Cc1cc(=O)n2nnnc2n1C
* highest occupied orbital energy: -8.77 eV
* orbital gap: 8.7 eV

Bonds (Å) are listed after each position.
Cartesian coordinates (Å):
1 C -1.11568 2.04981 -0.28569  C2 1.369, C3 1.514, H13 1.028
2 C -0.58612 0.80293 -0.09139  C1 1.369, C5 1.482, N11 1.404
3 C -1.69324 2.93320 0.79994  C1 1.514, N10 1.508, O12 1.202
4 C -0.71792 1.19268 2.19458  N7 1.685, N10 1.357, N11 1.343
5 C -0.09383 -0.01720 -1.22283  C2 1.482, H14 1.111, H15 1.047, H16 1.131
6 C 0.74584 -0.64657 1.36945  N11 1.457, H17 1.117, H18 1.049, H19 1.081
7 N -0.19088 1.37703 3.78387  C4 1.685, N8 1.243
8 N -0.85951 2.37130 4.11636  N7 1.243, N9 1.274
9 N -1.64052 2.92258 3.27386  N8 1.274, N10 1.362
10 N -1.62032 2.20340 2.11699  C3 1.508, C4 1.357, N9 1.362
11 N -0.25037 0.40565 1.21244  C2 1.404, C4 1.343, C6 1.457
12 O -2.05894 4.07107 0.67209  C3 1.202
13 H -1.24374 2.51324 -1.19446  C1 1.028
14 H -0.46789 0.50538 -2.12902  C5 1.111
15 H -0.50583 -0.96895 -1.07615  C5 1.047
16 H 1.03242 0.05079 -1.29370  C5 1.131
17 H 1.25471 -0.44494 2.34372  C6 1.117
18 H 1.44061 -0.42688 0.61529  C6 1.049
19 H 0.21908 -1.58216 1.24591  C6 1.081

The most stable arrangement is entry ii, and the next structure is 79.8 kcal/mol less stable.